{"formula": "C22H38NO2P3Re", "method": "ωB97M-V/def2-TZVPD", "lumo_energy_ev": [-12.707, -16.588], "charge": 4, "s_squared": 3.78, "spin_multiplicity": 4, "max_force_ha_per_bohr": 0.1229, "homo_energy_ev": [-21.54, -21.64], "species": ["P", "C", "H", "H", "H", "C", "H", "H", "H", "C", "H", "H", "H", "P", "C", "H", "H", "H", "C", "H", "H", "H", "C", "H", "H", "H", "P", "C", "H", "H", "H", "C", "H", "H", "H", "C", "H", "H", "H", "Re", "C", "O", "C", "O", "C", "C", "C", "C", "C", "C", "H", "H", "H", "H", "H", "H", "C", "C", "C", "N", "C", "C", "H", "H", "H", "H", "H"], "xyz": [[-1.451, 2.113, 0.445], [-3.170, 1.808, 1.079], [-3.699, 2.780, 1.143], [-3.183, 1.376, 2.091], [-3.770, 1.158, 0.425], [-0.987, 3.203, 1.851], [-0.118, 3.844, 1.634], [-0.771, 2.642, 2.777], [-1.835, 3.885, 2.081], [-1.953, 3.250, -0.878], [-2.478, 4.121, -0.433], [-2.662, 2.771, -1.582], [-1.115, 3.641, -1.479], [0.266, -0.665, -3.049], [-1.088, -1.634, -3.859], [-0.746, -1.977, -4.858], [-1.994, -1.030, -4.025], [-1.381, -2.537, -3.297], [0.341, 0.594, -4.379], [1.284, 1.163, -4.400], [-0.492, 1.321, -4.314], [0.251, 0.097, -5.372], [1.595, -1.853, -3.481], [1.641, -1.972, -4.584], [1.399, -2.859, -3.059], [2.601, -1.553, -3.141], [1.418, -1.604, 1.490], [0.654, -3.193, 2.061], [1.207, -3.561, 2.950], [0.720, -3.984, 1.296], [-0.402, -3.099, 2.359], [3.069, -2.329, 1.207], [3.311, -3.044, 2.025], [3.879, -1.584, 1.191], [3.114, -2.901, 0.260], [1.527, -0.878, 3.177], [2.148, -1.531, 3.817], [0.532, -0.814, 3.664], [1.963, 0.134, 3.207], [-0.180, -0.284, -0.482], [-1.914, -0.057, -1.306], [-2.974, -0.042, -1.801], [-0.269, -2.195, -0.732], [-0.449, -3.334, -0.951], [3.453, 0.728, -0.736], [3.248, 1.302, 0.510], [2.349, 2.384, 0.648], [1.871, 3.019, -0.489], [2.074, 2.438, -1.761], [2.959, 1.377, -1.889], [4.136, -0.101, -0.863], [3.831, 1.011, 1.357], [2.204, 2.811, 1.631], [1.433, 3.993, -0.437], [1.682, 2.948, -2.629], [3.356, 1.099, -2.842], [-3.112, -1.427, 3.317], [-3.255, -1.995, 2.077], [-2.411, -1.644, 1.035], [-1.439, -0.759, 1.228], [-1.283, -0.145, 2.456], [-2.107, -0.490, 3.500], [-3.770, -1.701, 4.133], [-4.036, -2.732, 1.878], [-2.567, -2.115, 0.054], [-0.486, 0.617, 2.585], [-1.971, -0.007, 4.469]], "forces_ev_per_angstrom": [[-1.25, 0.91, 0.60], [-0.42, -0.75, 0.01], [0.50, -0.38, -0.20], [0.08, 0.23, -0.46], [0.20, 0.22, 0.16], [0.78, 0.47, 0.35], [-0.25, -0.23, 0.03], [-0.11, 0.20, -0.45], [0.39, -0.50, -0.35], [0.27, 0.56, -0.95], [0.32, -0.51, -0.11], [0.34, 0.11, 0.44], [-0.25, -0.13, 0.27], [-0.24, -1.11, -2.25], [-0.89, -0.35, 0.45], [0.10, 0.33, 0.66], [0.35, -0.13, 0.10], [0.15, 0.35, -0.18], [0.29, 1.20, -0.11], [-0.29, -0.19, 0.10], [0.35, -0.39, 0.10], [0.05, -0.01, 0.82], [1.01, -0.32, 0.41], [-0.22, 0.27, 0.60], [-0.06, 0.56, -0.14], [-0.38, -0.03, -0.11], [0.24, -0.96, 1.47], [-0.75, -0.43, -0.34], [-0.16, 0.47, -0.54], [0.01, 0.31, 0.23], [0.33, 0.07, -0.13], [0.94, 0.10, -0.52], [-0.38, 0.51, -0.40], [-0.30, -0.19, -0.04], [-0.13, 0.30, 0.40], [0.01, 0.79, 0.50], [-0.13, 0.17, -0.47], [0.82, -0.28, -0.38], [-0.05, -0.32, -0.08], [0.17, 0.66, 1.60], [-5.19, 0.16, -2.91], [4.15, 0.04, 2.04], [-0.74, -6.07, -1.58], [0.87, 4.76, 1.06], [0.42, 0.26, 0.67], [0.29, -1.17, -1.28], [0.80, 0.69, 0.27], [-0.25, -0.49, -2.36], [-0.74, 2.32, 1.51], [0.35, -1.10, 0.93], [0.16, 0.02, 0.09], [0.14, -0.43, 0.45], [-0.25, 0.03, 0.12], [-0.58, 0.33, 0.14], [0.01, 0.03, -0.11], [0.12, -0.15, -0.60], [-0.06, -0.01, 0.39], [-0.68, -0.80, -0.83], [-1.04, -0.68, 0.66], [0.94, 1.04, 0.29], [-0.06, -0.45, -0.60], [0.39, 0.52, 0.54], [0.00, 0.00, 0.00], [0.19, 0.21, 0.11], [0.18, 0.34, 0.55], [-0.79, -0.85, -0.42], [-0.03, -0.11, -0.23]], "mulliken_spin": [0.080, 0.005, 0.001, 0.000, 0.000, 0.010, -0.004, 0.002, 0.002, 0.012, 0.005, 0.003, 0.000, 0.096, 0.011, -0.001, 0.000, 0.000, 0.025, 0.003, 0.001, 0.004, 0.023, 0.005, 0.004, 0.000, 0.078, 0.007, 0.000, 0.000, 0.001, 0.004, 0.003, 0.003, 0.001, 0.000, 0.003, 0.000, -0.003, 1.383, 0.071, 0.047, 0.073, 0.060, -0.007, 0.231, 0.144, 0.179, 0.109, 0.250, 0.002, 0.009, -0.001, 0.018, -0.005, 0.015, 0.012, -0.005, 0.015, 0.006, 0.023, 0.006, -0.001, 0.000, 0.000, -0.013, 0.000]}

{"formula": "C2H4F2NP", "method": "ωB97M-V/def2-TZVPD", "lumo_energy_ev": 0.530, "smiles": "FC/C=N/PF", "spin_multiplicity": 1, "max_force_ha_per_bohr": 0.0816, "homo_energy_ev": -9.08, "species": ["F", "C", "C", "N", "P", "F", "H", "H", "H", "H"], "xyz": [[1.235, -1.366, 1.332], [1.491, -0.122, 0.896], [0.479, 0.413, -0.057], [-0.641, -0.173, -0.153], [-1.968, 0.165, -1.413], [-2.341, -1.366, -1.536], [2.540, 0.062, 0.420], [1.732, 0.676, 1.656], [0.602, 1.428, -0.562], [-3.128, 0.283, -0.584]], "forces_ev_per_angstrom": [[0.26, 0.17, 0.25], [2.95, 2.81, -1.00], [-2.10, 1.17, -0.40], [-1.36, -0.10, -1.20], [1.45, -0.24, 1.73], [0.16, -1.00, -0.78], [-1.41, -1.48, 0.05], [-1.23, -1.03, 0.37], [0.72, -1.14, 0.58], [0.57, 0.85, 0.41]], "lowdin_charge": [0.011, -0.274, -0.277, -0.169, 0.800, -0.397, 0.140, 0.127, 0.119, -0.080]}

{"formula": "C2H5NO2", "method": "ωB97M-V/def2-TZVPD", "lumo_energy_ev": [0.709, 0.734], "spin_multiplicity": 1, "max_force_ha_per_bohr": 0.0657, "homo_energy_ev": [-7.65, -8.26], "species": ["C", "C", "N", "O", "O", "H", "H", "H", "H", "H"], "xyz": [[2.125, -1.327, -0.015], [-1.674, 1.142, 0.009], [0.121, -0.283, 0.399], [1.017, -0.803, -0.397], [-0.869, 0.108, -0.471], [2.247, -1.393, 1.024], [2.711, -1.821, -0.882], [-1.848, 1.236, 1.124], [-2.615, 1.104, -0.656], [-1.215, 2.037, -0.135]], "forces_ev_per_angstrom": [[1.56, -1.26, -1.83], [-2.53, -0.94, 0.64], [-0.04, 0.42, 1.04], [-1.26, 0.60, -2.03], [0.12, -1.05, -0.38], [0.73, -0.34, 1.16], [-1.09, 0.98, 2.00], [-0.27, -1.26, -1.05], [1.29, 0.02, 1.51], [1.50, 2.84, -1.06]], "lowdin_charge": [-0.032, -0.117, 0.017, -0.114, -0.175, 0.052, 0.111, 0.104, 0.123, 0.030]}

{"formula": "C2HN3O2", "method": "ωB97M-V/def2-TZVPD", "lumo_energy_ev": [-3.120, -2.063], "spin_multiplicity": 1, "max_force_ha_per_bohr": 0.0871, "homo_energy_ev": [-10.24, -11.13], "species": ["C", "C", "N", "N", "N", "O", "O", "H"], "xyz": [[-0.279, -1.523, -0.322], [1.603, 1.164, -0.029], [0.336, -2.419, -0.745], [0.470, 1.262, -0.424], [-0.762, -0.471, 0.356], [-1.905, 0.013, -0.005], [2.691, 1.192, 0.400], [-2.153, 0.783, 0.769]], "forces_ev_per_angstrom": [[0.13, -0.29, -0.57], [1.28, 0.26, 1.01], [-0.65, 0.71, 0.31], [-1.66, -0.28, -0.73], [1.91, 0.14, 1.05], [-2.33, 2.78, 2.20], [0.17, -0.28, -0.17], [1.15, -3.02, -3.10]], "lowdin_charge": [-0.287, -0.430, 0.187, 0.193, -0.059, -0.023, 0.171, 0.247]}

{"formula": "C11H13BBrNV", "method": "ωB97M-V/def2-TZVPD", "lumo_energy_ev": [0.993, 1.328], "charge": -1, "s_squared": 2.04, "spin_multiplicity": 3, "max_force_ha_per_bohr": 0.0676, "homo_energy_ev": [-2.55, -2.56], "species": ["C", "C", "C", "H", "C", "C", "H", "H", "H", "H", "V", "Br", "C", "C", "C", "H", "C", "C", "H", "H", "H", "H", "B", "C", "N", "H", "H", "H"], "xyz": [[-1.897, -0.849, -0.817], [-1.706, -1.368, 0.482], [-1.828, -0.253, 1.388], [-1.550, -2.387, 0.781], [-1.978, 0.971, 0.621], [-2.032, 0.587, -0.736], [-2.168, 1.258, -1.566], [-1.944, -1.434, -1.725], [-1.777, -0.316, 2.480], [-2.017, 1.958, 1.045], [-0.103, 0.022, 0.073], [1.172, -0.855, -1.789], [2.792, 0.685, -4.892], [1.678, 1.486, -5.332], [0.672, 0.598, -5.861], [1.610, 2.556, -5.281], [1.166, -0.751, -5.748], [2.476, -0.698, -5.148], [3.108, -1.538, -4.939], [3.700, 1.053, -4.457], [-0.275, 0.891, -6.271], [0.651, -1.640, -6.060], [0.005, 0.001, 4.763], [0.062, 0.009, 3.271], [0.182, 0.013, 2.102], [0.993, -0.573, 5.255], [-0.992, -0.573, 5.256], [0.000, 1.146, 5.255]], "forces_ev_per_angstrom": [[-0.44, 0.66, -0.32], [-1.28, 1.42, 0.64], [-2.10, -0.01, -0.40], [0.09, -0.13, -0.09], [-0.50, -1.70, 0.67], [-0.28, -0.79, -0.12], [0.16, -0.04, -0.20], [0.33, 0.18, 0.02], [-1.04, -0.10, -1.28], [-0.05, 0.12, -0.04], [1.72, -0.92, -0.41], [-0.30, 0.63, 0.92], [-1.73, -0.72, -0.85], [0.15, -2.00, -0.03], [1.70, -0.56, 0.81], [-0.02, 0.36, 0.01], [0.98, 1.63, 0.63], [-1.20, 1.64, -0.46], [0.22, -0.30, 0.08], [0.30, 0.13, 0.16], [-0.30, 0.10, -0.14], [-0.17, -0.29, -0.10], [-0.26, 0.03, 3.26], [1.83, 0.19, -2.95], [2.18, 0.50, 2.31], [-0.38, 0.19, -0.65], [0.37, 0.21, -0.77], [0.00, -0.45, -0.70]], "mulliken_spin": [-0.109, 0.034, -0.101, 0.013, 0.039, -0.008, 0.013, 0.000, -0.003, 0.020, 2.108, -0.020, -0.001, 0.000, -0.002, 0.000, 0.000, -0.001, 0.000, 0.000, 0.000, 0.000, 0.000, 0.049, -0.041, 0.001, 0.002, 0.007]}

Values for energy relative to the best compared isomer or geometry (same formula, charge and spin), eV, ordered as above
1.280, 0.666, 7.025, 6.644, 2.199